# 1
102
Properties=species:S:1:pos:R:3:forces:R:3 method="wB97M-V/def2-TZVPD" largest_force_ev_per_a=6.2 homo_lumo_gap_ev=6.211 total_charge=+1
C -3.310387 0.239235 2.750952 0.670 -0.394 0.286
C -2.904600 0.841666 4.102327 -0.538 0.382 -0.715
Cl -4.388765 1.201446 4.999854 0.073 -0.056 0.367
C -2.088655 2.152817 3.870910 -0.288 -0.086 0.221
Cl -2.358829 3.494846 4.987856 0.167 0.115 0.244
N -0.639408 1.886387 3.755364 0.099 -1.053 -0.283
C -0.063620 2.076429 2.400674 0.274 0.695 0.521
C 0.646329 3.402578 2.338894 -1.022 0.306 0.086
C 1.002061 3.826288 1.005540 0.571 -0.475 -0.111
O 1.962499 3.312181 1.945066 1.036 -0.002 0.099
C 0.085992 1.520111 4.772436 -0.354 0.413 0.166
N -0.420367 1.365112 6.051529 0.034 -0.270 -0.485
N 1.469809 1.283946 4.633999 0.151 -0.588 0.559
F 2.127316 2.511542 4.646224 -0.005 0.175 -0.201
H -2.586176 -0.526708 2.484868 0.181 -0.043 -0.287
H -4.258929 -0.267089 2.841143 -0.277 -0.009 -0.025
H -3.336650 0.972759 1.958823 -0.268 0.170 -0.159
H -2.323312 0.086761 4.615546 0.014 0.013 0.477
H -2.410258 2.551825 2.923520 0.058 0.087 -0.286
H -0.833144 2.110945 1.646179 -0.489 -0.460 0.388
H 0.684356 1.335224 2.152661 -0.152 -0.496 0.024
H 0.351765 4.149937 3.058574 0.180 0.190 0.412
H 1.171227 4.865903 0.811155 -0.293 0.293 -0.501
H 0.789940 3.098593 0.236915 -0.013 0.324 -0.618
H -0.541279 2.248635 6.537339 0.207 -0.059 0.258
H -1.275138 0.826280 6.073916 -0.275 0.296 0.102
H 1.737123 0.760441 3.803105 0.069 0.353 -0.470
C 4.339829 -0.341687 2.868413 0.067 0.446 0.350
Br 2.803367 -0.558492 1.712880 -0.316 2.756 5.491
Br 4.937403 -2.032733 3.539680 -0.081 -0.128 -0.045
Br 5.727322 0.605427 1.957691 0.090 0.020 -0.016
H 4.029712 0.258949 3.710992 0.146 0.024 0.101
C 8.269438 -2.176025 1.825096 0.000 0.012 0.003
Br 8.533659 -4.032397 1.390837 0.119 0.078 -0.176
Br 9.009112 -1.735628 3.540400 -0.012 -0.007 -0.016
Br 8.939463 -1.022908 0.437565 0.007 -0.014 -0.010
H 7.203893 -2.012920 1.887264 -0.044 -0.002 -0.035
C 0.721063 -3.839040 2.549711 0.162 -0.153 -0.067
Br -0.330867 -4.692401 1.190648 0.069 -0.125 0.128
Br -0.163934 -2.273158 3.257587 -0.185 0.157 0.096
Br 1.219633 -5.057350 3.943927 -0.019 0.042 -0.036
H 1.633721 -3.494813 2.083566 0.051 0.088 -0.043
C 4.080377 7.583521 2.496535 -0.007 0.066 -0.021
Br 5.358052 7.563790 3.929626 -0.013 -0.027 -0.015
Br 4.883197 8.092806 0.828313 0.005 -0.021 0.000
Br 3.178368 5.883759 2.338407 0.262 0.067 0.141
H 3.335812 8.326901 2.738347 -0.031 0.014 0.006
C -2.619647 -0.532147 -1.139683 -0.164 -0.208 -0.037
Br -1.580015 0.888841 -0.338431 0.042 -0.099 -0.343
Br -2.207754 -2.227453 -0.338287 0.038 0.150 0.010
Br -4.492661 -0.134982 -1.101857 0.058 0.021 0.084
H -2.322735 -0.584285 -2.178611 0.058 0.042 -0.003
C 0.140651 0.738683 -4.047146 -0.062 0.044 0.162
Br 1.113287 2.184402 -3.224161 0.063 0.018 0.002
Br 0.442581 -0.912716 -3.111215 0.016 -0.077 -0.150
Br -1.737764 1.124813 -4.152737 -0.052 0.180 -0.190
H 0.513788 0.632919 -5.055512 -0.024 -0.055 -0.036
C 3.528542 -3.138679 -1.353496 -0.425 -0.222 -0.868
Br 2.165311 -4.309033 -2.038121 -0.032 -0.166 -0.077
Br 2.751251 -1.624909 -0.454006 0.594 -2.774 -4.760
Br 4.773404 -4.068791 -0.226406 -0.051 0.101 0.151
H 4.079569 -2.756845 -2.199867 0.085 -0.017 -0.055
C -2.265699 -8.002392 1.075829 -0.007 -0.028 0.068
Br -3.805337 -9.148456 1.021052 0.028 0.012 -0.014
Br -0.753249 -8.870139 1.882153 0.012 0.012 -0.007
Br -1.832394 -7.314968 -0.670135 -0.024 0.021 -0.080
H -2.516050 -7.155297 1.697000 -0.002 0.038 0.011
C 6.573275 2.670660 -1.198981 0.019 0.015 0.029
Br 5.787797 3.934148 0.022208 -0.036 0.049 0.003
Br 5.217920 1.674360 -2.135562 -0.054 -0.029 0.002
Br 7.805033 3.515520 -2.404110 -0.035 -0.015 0.001
H 7.137589 1.961710 -0.610306 0.017 -0.037 0.008
C -4.466930 6.472306 3.892660 -0.018 0.041 0.017
Br -5.626244 7.761342 4.710917 0.006 -0.009 -0.030
Br -5.450425 4.967360 3.204300 0.005 -0.063 -0.023
Br -3.354578 7.262718 2.536455 0.026 -0.021 -0.008
H -3.809450 6.097732 4.662048 0.016 -0.017 0.028
C 5.427633 -5.942294 5.150617 -0.025 -0.044 0.003
Br 6.539245 -6.251368 6.685801 -0.004 0.001 -0.027
Br 6.471345 -5.406507 3.619486 -0.111 0.011 0.168
Br 4.315330 -7.461983 4.756560 0.004 0.003 -0.007
H 4.768416 -5.121949 5.393348 -0.028 0.027 -0.003
C -2.854095 -1.899992 -6.547307 -0.041 0.188 -0.064
Br -1.030389 -1.552839 -7.061484 -0.009 0.009 0.034
Br -2.995525 -2.411189 -4.701155 0.053 -0.220 0.149
Br -4.014379 -0.423568 -6.940516 -0.017 0.029 -0.096
H -3.205018 -2.735600 -7.141515 0.167 0.140 0.146
C -7.524081 -0.084772 -4.186005 0.014 -0.018 -0.027
Br -6.186043 1.302489 -4.204247 -0.038 0.035 -0.018
Br -8.665382 0.022729 -5.726762 0.032 -0.010 -0.027
Br -6.739701 -1.829568 -3.996255 -0.014 0.025 -0.035
H -8.141428 0.080895 -3.316378 -0.031 0.034 0.015
C -5.112174 2.647307 -9.722531 0.020 -0.014 -0.048
Br -5.896998 4.024729 -10.806790 -0.002 -0.016 0.000
Br -6.436817 1.741241 -8.660265 -0.034 -0.022 0.079
Br -4.090208 1.402867 -10.772839 -0.001 -0.005 0.002
H -4.428281 3.126599 -9.038730 0.020 0.013 0.029
C -4.099361 -3.997095 -10.134409 -0.006 0.119 -0.037
Br -2.280634 -3.617205 -10.621977 0.005 0.014 0.019
Br -4.217619 -4.616843 -8.311936 -0.139 -0.277 -0.080
Br -5.244604 -2.484457 -10.429522 0.022 0.006 0.021
H -4.445672 -4.801008 -10.766119 -0.012 -0.045 0.004

=====

# 2
57
Properties=species:S:1:pos:R:3:forces:R:3 method="wB97M-V/def2-TZVPD" largest_force_ev_per_a=0.5 homo_lumo_gap_ev=9.000 total_charge=0 smiles="O=C(COc1ccc(Br)cc1CNCCCN1CCOCC1)Nc1ccccc1" relative_energy_ev=0.0000
O -4.938727 -0.950359 0.549858 -0.256 -0.037 0.052
C -3.861810 -1.086969 0.009754 0.140 -0.050 -0.484
N -2.645341 -0.918101 0.574637 0.319 -0.119 -0.047
C -2.366218 -0.541188 1.894417 -0.108 0.061 0.251
C -3.358260 -0.218872 2.816509 -0.220 0.006 -0.048
C -3.010267 0.142090 4.105702 0.153 0.008 0.031
C -1.683162 0.187495 4.495087 0.011 0.041 0.144
C -0.695140 -0.132520 3.578930 0.019 0.006 0.000
C -1.030225 -0.494092 2.288450 -0.034 0.003 -0.003
H -0.260908 -0.742647 1.574721 0.116 -0.046 -0.100
H 0.343757 -0.100014 3.874868 0.083 -0.002 0.006
H -1.418824 0.469122 5.503123 0.024 0.024 0.087
H -3.788446 0.390020 4.811973 -0.076 0.019 0.051
H -4.393461 -0.254416 2.523314 -0.002 -0.008 -0.023
H -1.819813 -1.070058 -0.014121 -0.076 0.051 -0.077
C -3.786647 -1.523857 -1.462343 -0.357 -0.068 0.154
O -2.610266 -1.108773 -2.108521 0.136 -0.015 -0.160
C -2.362126 0.227535 -2.222274 0.208 0.409 -0.128
C -3.323386 1.227388 -2.156473 -0.022 -0.421 0.039
C -2.960161 2.551728 -2.336729 0.243 0.174 -0.048
C -1.637247 2.868197 -2.574918 -0.045 0.279 0.007
C -0.661671 1.884544 -2.612938 -0.148 0.023 -0.017
C -1.015661 0.562418 -2.433853 -0.143 -0.258 -0.008
C 0.003736 -0.539792 -2.366106 -0.119 0.018 0.065
N 0.066394 -1.009270 -0.983503 -0.200 0.167 0.090
H 0.543054 -0.295924 -0.430105 -0.018 -0.116 -0.173
C 0.787346 -2.257740 -0.807689 0.277 -0.062 -0.034
C 2.309764 -2.170298 -0.988086 -0.187 0.111 0.294
H 2.537528 -1.745035 -1.966461 0.081 -0.037 -0.090
C 2.985956 -1.351724 0.116844 0.042 -0.204 -0.321
N 2.533846 0.034709 0.116580 0.023 0.051 0.187
C 2.563238 0.689499 1.417064 0.316 0.205 0.133
C 3.975581 1.115022 1.833183 -0.293 -0.143 0.146
O 4.553058 1.963273 0.864421 -0.039 0.118 -0.018
C 4.601202 1.331224 -0.395930 -0.134 -0.141 -0.242
C 3.205948 0.888369 -0.855274 0.237 0.152 0.038
H 3.284996 0.365548 -1.809295 -0.040 0.037 -0.067
H 2.582533 1.778551 -0.988954 0.058 0.012 -0.112
H 5.016184 2.064871 -1.088617 0.004 -0.104 -0.030
H 5.279090 0.463625 -0.350685 -0.022 0.092 -0.016
H 3.948697 1.688164 2.761067 0.004 -0.104 0.012
H 4.609687 0.225398 1.978471 -0.024 0.074 0.023
H 2.136888 0.023054 2.168082 -0.048 0.013 0.026
H 1.934277 1.583236 1.344594 0.012 -0.011 0.116
H 2.717093 -1.790531 1.081734 0.057 -0.001 0.014
H 4.076911 -1.441183 0.004417 -0.035 -0.011 0.132
H 2.723842 -3.179912 -0.963657 0.059 -0.033 -0.080
H 0.376991 -2.984003 -1.516008 -0.027 -0.027 0.102
H 0.573232 -2.619131 0.204161 0.015 -0.123 -0.024
H -0.326564 -1.375714 -2.989719 0.123 0.038 -0.004
H 0.968362 -0.175816 -2.746166 -0.044 -0.044 -0.030
H 0.371878 2.150916 -2.776144 0.108 0.008 -0.017
Br -1.133584 4.687566 -2.829058 -0.046 -0.164 0.027
H -3.707484 3.328289 -2.288876 -0.042 0.054 0.003
H -4.357209 0.994003 -1.959441 -0.129 -0.065 0.020
H -4.695368 -1.189974 -1.976369 0.124 0.008 0.137
H -3.763094 -2.617940 -1.493646 -0.057 0.147 0.014

=====

# 3
61
Properties=species:S:1:pos:R:3:forces:R:3 method="wB97M-V/def2-TZVPD" largest_force_ev_per_a=3.3 homo_lumo_gap_ev="2.797 / 2.648" total_charge=-1
Lu -0.016095 -0.085461 0.043726 -0.600 -0.420 -1.541
Cl 2.014870 -0.299584 -1.352889 0.977 0.004 -0.460
N 0.399565 2.152076 0.064414 -1.075 1.511 -0.344
N 0.181684 -2.335021 0.444565 -0.705 -1.255 -0.091
C -0.596132 2.952433 -0.242865 1.601 -2.333 0.617
C -0.602135 -3.174947 -0.191937 0.961 2.380 0.649
C 1.465333 2.928045 0.728555 -0.433 -0.289 -0.318
C 0.762611 4.251767 1.015336 -0.912 0.169 -0.211
C 2.647773 3.054619 -0.219121 0.304 0.135 -0.272
C 1.883844 2.224328 2.002361 -0.166 -0.074 0.291
H 2.312980 3.192539 -1.255799 0.070 -0.020 0.262
H 3.253460 2.143472 -0.177617 -0.130 0.147 -0.171
H 3.269746 3.912090 0.068316 0.001 -0.128 0.002
H 1.041837 2.231856 2.708819 0.343 -0.087 -0.070
H 2.747188 2.749749 2.428352 -0.086 -0.250 0.109
H 2.158525 1.179696 1.773805 0.079 0.364 0.114
C 1.131270 -3.090300 1.286883 -0.358 0.589 -0.103
C 0.943921 -4.520202 0.798233 -0.656 -0.272 -0.869
C 0.737689 -2.876256 2.742314 -0.180 -0.103 0.224
C 2.539959 -2.578843 1.071644 0.299 -0.072 -0.103
H 2.777063 -2.547960 0.005127 0.033 0.041 0.180
H 3.246101 -3.234742 1.592970 0.052 0.125 0.020
H 2.630422 -1.557325 1.468986 0.081 -0.292 -0.152
H -0.308869 -3.152799 2.913871 0.144 0.018 -0.011
H 0.844984 -1.811886 2.994754 -0.061 -0.300 0.004
H 1.379462 -3.475316 3.400333 -0.057 0.129 -0.001
O -0.282371 -4.448710 -0.062821 0.658 -1.309 0.660
H 0.779447 -5.255108 1.600004 -0.149 0.237 -0.352
H 1.765760 -4.859233 0.145273 -0.349 0.129 0.210
O -0.459519 4.194623 0.162377 0.440 1.282 0.479
H 1.336619 5.149677 0.750636 -0.282 -0.268 -0.079
H 0.417373 4.313213 2.060753 0.012 0.021 -0.443
C -1.843770 2.449278 -0.935180 0.256 -0.199 -0.142
C -1.795937 -2.701577 -0.992625 0.353 0.175 -0.120
C -1.576166 -1.361852 -1.700859 1.166 -1.601 -0.614
H -2.615816 -2.602698 -0.262660 -0.124 -0.037 -0.078
H -2.062091 -3.492980 -1.701419 -0.038 0.046 0.121
C -2.014549 -0.129269 -1.118533 -1.110 0.358 2.918
C -1.617517 1.124985 -1.676136 0.728 1.323 -1.219
H -2.640590 -0.151003 -0.202940 -0.244 0.024 -0.662
C -0.995877 1.135187 -2.937251 -0.729 0.814 1.269
C -0.743505 -0.081584 -3.576940 0.351 -0.808 -1.506
C -0.639949 2.424811 -3.625239 0.147 -0.008 -0.145
C -0.951306 -1.319058 -2.959565 -0.463 -0.066 0.352
H -0.362294 -0.066627 -4.604137 0.043 -0.020 0.376
C -0.545238 -2.582975 -3.666007 0.089 0.013 -0.247
H -0.256340 -2.354706 -4.698841 -0.027 -0.028 0.180
H -1.372012 -3.303149 -3.708316 0.109 0.016 0.003
H 0.312479 -3.085983 -3.193658 -0.140 0.125 0.041
H -1.474622 3.135964 -3.607063 0.104 -0.002 -0.027
H -0.396139 2.230229 -4.676883 -0.033 0.026 0.187
H 0.234781 2.927662 -3.184454 -0.098 -0.086 0.018
H -2.179631 3.229114 -1.630542 -0.048 -0.048 0.229
H -2.603762 2.343404 -0.143435 0.062 0.027 -0.199
Cl -3.093540 1.840785 4.816275 -0.008 -0.062 0.019
C -2.359488 0.523613 3.913791 0.464 0.017 -0.911
Cl -1.236989 -0.377046 4.967834 -0.168 0.032 -0.067
Cl -3.621452 -0.558926 3.269622 0.141 0.072 0.209
C -1.528168 1.069344 2.662596 1.086 -0.139 -1.356
O -1.457117 2.282273 2.468435 -0.328 -1.346 0.587
O -0.967783 0.126279 1.934752 -1.397 1.574 2.556

=====

Computed values of calculated total energy (unit: a.u.) for the preceding records, in sequence: -117944.8676 -3819.1276 -4342.0457.